No. 1
{"formula": "C10H15N2", "method": "ωB97M-V with the def2-TZVPD basis set", "e_tot_ev": -13584.346, "smiles": "Cc1cccc([C@@]2([NH3+])CN2C)c1", "fmax_ev_per_a": 4.985, "total_charge": 1, "molar_mass_g_mol": 163.24, "lumo_ev": -3.254, "relative_energy_kj_mol": 359.4, "homo_energy_ev": -12.544, "elements": ["C", "C", "C", "C", "C", "C", "C", "N", "C", "N", "C", "C", "H", "H", "H", "H", "H", "H", "H", "H", "H", "H", "H", "H", "H", "H", "H"], "xyz": [[-3.248, -0.935, -1.089], [-2.214, -0.183, -0.368], [-2.493, 1.069, 0.126], [-1.564, 1.889, 0.763], [-0.326, 1.374, 0.932], [-0.018, 0.099, 0.435], [1.584, -0.513, 0.584], [2.075, -0.280, 2.003], [2.209, -1.497, -0.421], [2.507, -0.131, -0.416], [1.943, 0.650, -1.443], [-0.921, -0.678, -0.150], [-3.532, -1.771, -0.438], [-4.037, -0.320, -1.410], [-2.908, -1.562, -1.897], [-3.409, 1.474, -0.064], [-1.919, 2.856, 1.059], [0.552, 2.005, 1.408], [2.590, -1.085, 2.400], [1.185, -0.123, 2.502], [2.673, 0.544, 2.089], [2.990, -2.103, 0.066], [1.612, -1.897, -1.245], [1.192, 0.161, -2.018], [1.409, 1.440, -0.833], [2.710, 1.243, -2.070], [-0.641, -1.726, -0.505]], "forces_ev_per_angstrom": [[0.65, -2.16, 0.64], [0.80, 0.34, 0.05], [1.64, -0.27, 0.03], [-1.09, -0.72, -0.31], [3.70, 1.10, 1.26], [4.55, -0.45, 1.99], [-3.22, 1.18, -1.39], [-0.56, -0.81, -0.11], [0.05, -1.13, 2.12], [1.33, 0.47, 0.66], [0.51, 4.52, -0.22], [-1.16, -2.90, -1.71], [-0.85, 0.44, 0.31], [-1.21, 0.49, -0.21], [0.61, 0.44, -0.79], [-2.52, 0.92, -0.40], [0.39, 0.42, 0.30], [-1.94, -1.15, -0.93], [-0.40, 0.36, -0.18], [0.62, -0.08, 0.37], [-0.02, 0.08, -0.25], [-0.42, -0.22, -0.82], [0.08, -0.09, 0.47], [-0.42, -0.53, -0.75], [0.44, -0.35, -1.43], [-1.09, -1.47, 0.83], [-0.48, 1.57, 0.47]]}

No. 2
{"formula": "C32H41N4OP", "method": "ωB97M-V with the def2-TZVPD basis set", "e_tot_ev": -51143.243, "fmax_ev_per_a": 3.480, "molar_mass_g_mol": 528.68, "lumo_ev": -0.603, "relative_energy_kj_mol": 91.8, "homo_energy_ev": -6.602, "elements": ["C", "C", "C", "N", "N", "N", "C", "C", "C", "C", "C", "C", "C", "C", "C", "C", "H", "H", "H", "H", "H", "H", "H", "H", "H", "H", "H", "H", "H", "H", "H", "H", "H", "H", "H", "H", "H", "H", "H", "H", "H", "C", "C", "C", "C", "P", "C", "C", "C", "C", "C", "C", "N", "C", "C", "C", "C", "C", "C", "C", "O", "C", "C", "H", "H", "H", "H", "H", "H", "H", "H", "H", "H", "H", "H", "H", "H", "H", "H"], "xyz": [[-3.208, -0.035, 1.286], [-3.379, -0.149, -0.217], [-4.501, -1.052, -0.659], [-2.192, -0.761, -0.830], [-2.339, -1.987, -1.355], [-1.158, -2.228, -2.002], [-0.893, -3.655, -2.209], [-2.131, -4.138, -2.910], [-0.658, -4.349, -0.893], [-0.276, -1.192, -1.877], [0.973, -1.099, -2.763], [1.512, 0.323, -3.015], [0.609, -1.614, -4.169], [2.069, -1.982, -2.156], [-0.933, -0.241, -1.074], [-0.490, 1.175, -0.787], [-4.115, 0.383, 1.756], [-3.020, -1.041, 1.705], [-2.367, 0.628, 1.530], [-3.493, 0.847, -0.662], [-5.470, -0.723, -0.276], [-4.567, -1.068, -1.754], [-4.337, -2.087, -0.330], [-0.005, -3.702, -2.840], [-2.095, -5.216, -2.995], [-3.013, -3.819, -2.347], [-2.200, -3.689, -3.908], [-0.560, -5.420, -1.091], [0.258, -3.996, -0.405], [-1.506, -4.180, -0.214], [2.045, 0.762, -2.149], [2.261, 0.280, -3.841], [0.689, 0.985, -3.344], [0.260, -2.652, -4.169], [-0.176, -0.972, -4.591], [1.502, -1.555, -4.807], [1.734, -3.031, -2.083], [2.973, -1.944, -2.788], [2.334, -1.630, -1.147], [0.610, 1.146, -1.150], [-1.055, 1.989, -1.556], [-1.385, 0.407, 5.376], [-1.264, -0.189, 4.114], [-0.233, 0.206, 3.252], [0.668, 1.203, 3.654], [1.915, 1.862, 2.504], [2.993, 0.424, 2.159], [3.472, 0.207, 0.861], [4.219, -0.936, 0.562], [4.546, -1.836, 1.587], [4.134, -1.587, 2.905], [3.358, -0.450, 3.193], [1.195, 1.857, 1.033], [-0.086, 2.141, 0.595], [-0.116, 3.497, -0.119], [-1.181, 4.369, 0.085], [-1.221, 5.523, -0.697], [-0.263, 5.771, -1.684], [0.866, 4.958, -1.757], [0.960, 3.827, -0.949], [2.618, 3.101, 2.965], [0.542, 1.816, 4.910], [-0.479, 1.404, 5.777], [-2.187, 0.096, 6.054], [-1.966, -0.968, 3.801], [-0.125, -0.267, 2.273], [3.269, 0.937, 0.084], [4.562, -1.110, -0.460], [5.118, -2.737, 1.362], [4.417, -2.267, 3.721], [3.043, -0.230, 4.218], [-0.957, 1.917, 1.217], [-1.993, 4.054, 0.771], [-2.037, 6.207, -0.535], [-0.273, 6.710, -2.233], [1.678, 5.182, -2.446], [1.809, 3.124, -1.028], [1.249, 2.605, 5.192], [-0.554, 1.861, 6.769]], "forces_ev_per_angstrom": [[0.09, -0.12, 0.31], [-0.22, -0.01, -0.04], [-1.27, -0.22, -0.03], [1.85, -1.53, -1.31], [2.68, 1.31, -0.31], [-1.23, 1.48, 2.43], [-0.33, 0.18, -0.52], [-0.28, -0.35, -0.65], [0.16, -0.11, 0.49], [-0.69, 0.74, 0.01], [0.30, -0.40, -0.05], [0.32, 0.32, -0.07], [-0.13, 0.01, -0.13], [0.26, -0.11, 0.17], [-0.51, 0.90, -0.09], [1.57, 1.88, -2.47], [0.33, -0.20, -0.29], [-0.08, 0.48, -0.09], [-0.27, -0.32, 0.02], [0.17, -0.13, 0.01], [0.22, 0.14, 0.07], [-0.06, -0.01, 0.25], [-0.17, 0.42, 0.04], [-0.30, -0.27, 0.21], [-0.19, -0.23, -0.12], [0.16, -0.42, -0.14], [-0.01, -0.18, 0.11], [0.01, 0.11, 0.15], [-0.15, -0.06, -0.05], [0.22, -0.14, -0.20], [-0.37, -0.24, -0.45], [-0.55, -0.13, 0.52], [0.52, -0.15, 0.24], [0.09, 0.37, -0.26], [0.18, -0.23, -0.07], [-0.33, -0.03, 0.17], [0.30, 0.38, 0.00], [-0.32, -0.05, 0.24], [-0.06, -0.15, -0.31], [-2.21, 0.27, 0.51], [1.15, -2.54, 1.90], [0.25, 0.22, 0.04], [0.28, 0.16, 0.07], [-0.13, 0.03, 0.55], [-0.01, 0.42, 0.47], [-0.70, 0.33, -2.86], [0.59, 0.02, 0.73], [0.34, -0.52, 0.03], [0.00, 0.18, 0.57], [-0.25, 0.05, 0.28], [-0.08, 0.16, -0.08], [0.29, -0.22, -0.55], [-0.01, -0.59, 1.12], [0.13, -0.60, -1.33], [-0.19, -0.32, 1.08], [0.17, -0.44, -0.61], [-0.27, -0.16, -0.13], [0.37, 0.52, 0.96], [0.01, -0.47, 0.09], [-0.25, -0.21, -0.52], [-0.43, -0.98, 0.41], [-0.39, -0.45, 0.02], [-0.01, -0.14, -0.17], [0.30, 0.11, -0.25], [0.23, 0.27, 0.19], [0.06, 0.20, 0.22], [-0.18, -0.12, 0.17], [0.00, 0.03, 0.29], [-0.07, 0.22, 0.05], [-0.12, 0.28, -0.49], [0.07, -0.19, -0.36], [0.06, 0.78, 0.70], [0.58, 0.55, -0.41], [-0.15, 0.28, -0.16], [-0.23, -0.25, -0.08], [-0.18, 0.07, 0.07], [-0.53, 0.62, 0.23], [-0.30, -0.33, -0.17], [-0.09, -0.20, -0.37]]}